A cluster of 2 separate species, C4H7N3S in total in a non-equilibrium geometry, computed with ωB97M-V/def2-TZVPD.

For the largest force on an atom, the calculation gives 4.32 eV Å⁻¹. As for the highest occupied orbital energy: -8.528 eV. Its charge is 0. For the relative energy (zero: lowest compared OMol25 entry of this formula, charge and spin), the calculation gives 74.0 kcal/mol. For the LUMO energy, the calculation gives 0.4 eV. The calculation puts the total energy at -718.98468 a.u.

Cartesian coordinates (Å):
1 C 1.862 0.236 0.714
2 C 0.756 -1.104 1.951
3 C 0.599 0.242 0.228
4 C -0.200 1.247 -1.415
5 N 1.941 -0.610 1.790
6 N -0.120 -0.629 1.011
7 N -1.402 0.730 -1.842
8 S -1.779 -0.993 0.904
9 H 2.721 0.775 0.372
10 H 0.460 -1.806 2.704
11 H -0.271 2.232 -0.977
12 H 0.623 1.113 -2.098
13 H -1.356 -0.195 -2.245
14 H -2.165 0.826 -1.187
15 H -1.669 -2.064 0.089

Atomic charges from the natural (NBO) analysis, expressed in e, are listed below:
1 C -0.173
2 C 0.152
3 C 0.037
4 C -0.097
5 N -0.444
6 N -0.552
7 N -0.808
8 S 0.210
9 H 0.206
10 H 0.196
11 H 0.204
12 H 0.204
13 H 0.374
14 H 0.384
15 H 0.107